No. 1
158
Properties=species:S:1:pos:R:3:forces:R:3 method="wB97M-V/def2-TZVPD" e_lumo_ev="-4.0 / -4.2" multiplicity=2 s2=0.84 mol_weight_da=1206.337 charge=+1 homo_lumo_gap_ev="5.8408 / 5.4432" energy_ha=-4036.4650
Pd -0.253 0.600 0.852 -1.696 -0.457 -1.993
C -0.767 -3.226 1.368 0.253 0.461 -0.618
P -0.717 -1.486 1.935 0.534 0.485 1.090
C -2.413 -1.396 2.626 -0.413 -0.104 -0.067
N -2.900 -2.514 3.107 0.050 -0.087 -0.157
C -4.133 -2.509 3.649 -0.311 0.574 0.101
C -4.699 -3.695 4.153 -0.243 -0.146 0.175
C -5.942 -3.660 4.725 0.409 -0.205 -0.159
C -6.667 -2.458 4.808 -0.037 0.381 -0.050
C -6.147 -1.290 4.323 -0.177 -0.145 0.150
C -4.867 -1.291 3.735 0.356 -0.545 -0.083
N -4.345 -0.156 3.233 -0.033 0.072 0.254
C -3.167 -0.198 2.663 0.057 0.056 0.094
P -2.579 1.344 1.864 -0.400 -0.441 -0.174
C -3.114 2.532 3.166 0.575 -0.028 -0.189
C -3.914 1.529 0.531 0.270 -0.023 -0.108
C -5.329 1.658 1.083 0.134 -0.165 0.080
C -3.811 0.283 -0.352 0.243 0.029 0.119
C -3.558 2.780 -0.274 0.192 -0.039 0.095
C 0.328 -1.588 3.496 0.067 0.170 -0.149
C -0.028 -2.740 4.427 -0.219 0.026 -0.172
C 1.772 -1.728 3.010 -0.168 0.141 -0.294
C 0.119 -0.254 4.210 -0.018 0.149 -0.285
H -1.438 -3.771 2.033 0.139 0.166 -0.003
H 0.230 -3.660 1.385 0.051 0.025 -0.041
H -1.154 -3.258 0.351 0.007 -0.112 0.009
H -4.133 -4.610 4.075 0.061 -0.093 0.016
H -6.379 -4.563 5.123 -0.029 -0.117 0.016
H -7.645 -2.467 5.264 -0.089 0.039 0.029
H -6.689 -0.359 4.376 -0.062 0.120 0.006
H -4.044 2.186 3.614 0.025 0.010 -0.116
H -3.233 3.523 2.733 0.003 0.050 0.001
H -2.334 2.576 3.928 -0.010 0.067 0.034
H -5.615 0.770 1.639 -0.135 0.094 -0.040
H -6.026 1.781 0.255 -0.022 0.069 -0.161
H -5.423 2.521 1.735 -0.090 0.110 0.068
H -4.189 -0.596 0.170 -0.044 -0.097 -0.011
H -2.770 0.092 -0.634 -0.080 -0.047 -0.073
H -4.396 0.418 -1.262 -0.080 0.025 -0.045
H -3.754 3.682 0.302 -0.026 0.130 0.059
H -4.158 2.825 -1.182 -0.122 -0.006 -0.049
H -2.508 2.775 -0.561 0.002 0.074 -0.082
H 0.283 -3.697 4.017 0.002 -0.144 -0.046
H -1.098 -2.779 4.617 -0.014 -0.061 0.133
H 0.481 -2.603 5.380 0.103 0.022 0.041
H 1.943 -2.710 2.574 0.037 -0.104 -0.065
H 2.466 -1.614 3.841 0.052 0.052 0.067
H 1.983 -0.969 2.246 0.179 -0.096 0.185
H -0.898 -0.183 4.597 -0.092 0.055 0.091
H 0.281 0.573 3.506 0.031 -0.053 0.291
H 0.803 -0.150 5.050 0.118 -0.029 0.085
C 4.364 2.838 4.936 -0.056 -0.087 0.143
C 2.861 2.819 5.192 0.097 0.193 -0.008
C 2.096 3.071 3.884 0.040 -0.022 0.073
C 2.838 2.480 2.677 -0.329 -0.138 -0.586
C 3.590 1.237 3.136 0.204 0.047 -0.201
C 4.761 1.664 4.028 -0.064 -0.023 0.069
P 1.677 2.215 1.218 1.039 0.636 0.324
C 2.775 1.996 -0.278 -0.307 -0.260 0.249
C 4.083 2.807 -0.349 0.111 0.051 0.152
C 5.322 1.935 -0.162 0.044 0.110 -0.185
C 5.416 0.854 -1.245 -0.021 0.062 0.055
C 4.029 0.347 -1.663 0.116 -0.231 0.196
C 3.026 0.503 -0.528 -0.228 -0.061 -0.386
C 1.018 3.944 0.901 -0.117 -0.441 0.120
C -0.273 4.165 1.687 -0.250 -0.070 -0.290
C -1.053 5.344 1.099 0.037 0.011 0.059
C -0.115 6.483 0.672 0.029 0.111 0.179
C 1.193 6.406 1.448 0.031 0.074 -0.257
C 1.972 5.139 1.072 -0.023 0.071 0.073
H 4.907 2.782 5.879 0.057 0.074 -0.012
H 4.632 3.788 4.468 0.022 0.039 0.016
H 2.591 3.579 5.926 -0.048 -0.043 0.032
H 2.583 1.853 5.620 -0.045 -0.057 0.046
H 1.971 4.146 3.750 -0.091 0.050 -0.034
H 1.098 2.630 3.958 -0.087 0.075 -0.006
H 3.591 3.190 2.322 -0.042 0.046 0.054
H 3.966 0.656 2.294 -0.063 -0.102 0.033
H 2.909 0.603 3.699 -0.054 -0.109 -0.002
H 5.614 1.954 3.412 0.033 -0.070 -0.045
H 5.072 0.811 4.634 0.077 -0.012 0.006
H 2.117 2.345 -1.084 0.003 -0.078 0.083
H 4.097 3.606 0.392 -0.017 0.100 -0.103
H 4.148 3.285 -1.329 -0.022 0.082 -0.011
H 5.296 1.477 0.827 0.055 -0.009 0.080
H 6.213 2.565 -0.207 0.001 -0.020 0.161
H 6.019 0.027 -0.865 0.032 -0.035 -0.053
H 5.935 1.255 -2.117 0.059 -0.025 0.000
H 4.093 -0.699 -1.963 -0.053 0.083 -0.074
H 3.669 0.917 -2.523 -0.056 -0.029 -0.100
H 3.421 0.009 0.362 -0.001 -0.054 0.128
H 2.074 0.013 -0.780 0.295 0.104 0.115
H 0.718 3.890 -0.151 0.064 -0.030 0.099
H -0.056 4.345 2.738 -0.013 -0.069 0.107
H -0.880 3.257 1.614 0.091 0.211 0.154
H -1.762 5.705 1.846 -0.090 0.029 -0.030
H -1.623 5.005 0.234 -0.103 -0.043 -0.017
H -0.597 7.446 0.845 -0.005 0.025 -0.119
H 0.104 6.414 -0.395 -0.011 0.036 -0.062
H 0.973 6.406 2.517 0.042 0.065 0.103
H 1.812 7.280 1.240 0.010 0.024 0.101
H 2.720 4.968 1.843 0.118 -0.065 -0.033
H 2.501 5.315 0.133 0.063 -0.028 0.027
C 5.334 -3.165 -4.074 -0.024 0.002 -0.002
C 3.926 -2.803 -3.728 -0.120 0.073 -0.006
C 3.179 -3.578 -2.852 0.006 0.113 -0.073
C 1.868 -3.250 -2.540 -0.107 0.018 0.120
C 1.101 -4.076 -1.561 0.054 -0.114 0.045
C 1.285 -2.126 -3.125 -0.131 0.079 0.111
Te -0.778 -1.701 -2.808 0.202 -0.454 -0.944
N -0.259 -0.047 -1.440 0.068 -0.346 1.879
C -0.596 1.183 -1.679 -0.437 -0.681 -1.953
O -0.451 2.072 -0.788 0.387 0.284 2.031
C -1.090 1.696 -3.002 -0.063 0.205 0.232
C -2.155 1.143 -3.703 -0.176 0.015 0.132
C -2.549 1.691 -4.913 -0.113 -0.076 -0.021
C -1.910 2.811 -5.416 0.044 0.006 -0.070
C -0.867 3.384 -4.707 0.082 0.059 -0.034
C -0.462 2.831 -3.507 0.038 -0.036 0.017
C -1.440 -3.758 -3.578 -0.090 0.168 0.457
C -2.323 -4.571 -2.882 0.018 0.109 0.089
C -2.942 -4.167 -1.573 0.011 0.047 0.016
C -2.686 -5.796 -3.439 0.108 0.062 -0.102
C -2.193 -6.209 -4.666 0.029 0.045 0.030
C -2.545 -7.541 -5.253 -0.043 0.015 -0.033
C -1.379 -5.336 -5.375 -0.079 0.023 0.177
C -1.010 -4.104 -4.856 0.097 0.108 -0.166
C -0.210 -3.171 -5.709 0.145 0.001 -0.122
C 2.026 -1.317 -3.987 -0.019 0.119 -0.072
C 1.473 -0.079 -4.622 -0.185 0.032 0.034
C 3.340 -1.669 -4.270 -0.132 -0.258 0.044
H 5.664 -4.023 -3.497 0.116 -0.085 0.004
H 6.002 -2.329 -3.877 0.119 0.044 0.001
H 5.404 -3.406 -5.134 0.103 -0.049 -0.070
H 3.631 -4.448 -2.395 0.012 -0.092 0.048
H 1.760 -4.716 -0.980 0.067 -0.034 0.079
H 0.375 -4.706 -2.075 -0.072 -0.034 0.099
H 0.570 -3.399 -0.894 -0.047 -0.208 0.079
H -2.707 0.305 -3.295 0.068 0.113 -0.064
H -3.360 1.240 -5.467 -0.095 0.009 0.011
H -2.225 3.243 -6.354 -0.028 0.007 -0.087
H -0.366 4.260 -5.091 0.032 0.080 -0.032
H 0.352 3.275 -2.953 0.073 0.044 0.070
H -2.608 -3.170 -1.274 -0.077 -0.099 0.065
H -2.700 -4.879 -0.783 0.034 0.006 0.074
H -4.027 -4.144 -1.669 -0.070 0.027 0.045
H -3.378 -6.432 -2.909 -0.084 -0.116 0.145
H -3.018 -8.184 -4.517 -0.044 -0.092 0.031
H -1.649 -8.032 -5.627 0.007 -0.098 -0.020
H -3.228 -7.418 -6.093 -0.053 -0.047 -0.049
H -1.039 -5.610 -6.365 0.059 -0.018 -0.097
H -0.357 -3.407 -6.760 -0.005 0.023 -0.075
H 0.854 -3.252 -5.488 0.058 0.081 -0.043
H -0.524 -2.140 -5.536 0.130 0.043 -0.165
H 0.434 0.084 -4.331 0.177 0.159 -0.191
H 1.520 -0.147 -5.708 -0.004 0.004 -0.075
H 2.055 0.791 -4.320 -0.005 0.092 0.019
H 3.922 -1.043 -4.932 0.046 0.115 -0.102

No. 2
22
Properties=species:S:1:pos:R:3:forces:R:3 method="wB97M-V/def2-TZVPD" e_lumo_ev=-2.6 mol_weight_da=116.184 charge=+1 homo_lumo_gap_ev=10.5311 energy_ha=-366.6835
C -2.907 0.220 0.761 2.822 -0.990 -4.353
C -3.467 0.724 1.753 -1.055 -0.576 3.957
C 0.755 -2.196 -0.071 -2.303 -0.967 1.057
C 0.928 0.901 0.773 -0.928 -2.049 1.857
C 1.021 1.308 -1.542 -2.239 1.229 -1.066
C 1.312 -0.989 -0.787 1.625 -2.665 -1.469
N 0.628 0.306 -0.517 1.103 -1.182 -2.129
O -2.268 -0.145 -0.171 -0.823 0.018 1.042
H -4.080 1.572 1.750 -0.713 1.036 -0.166
H -3.389 0.117 2.676 -0.144 0.512 -0.505
H -0.326 0.059 -0.706 -1.400 0.432 0.695
H 1.507 -3.020 0.167 -0.955 1.241 -0.730
H 0.415 -1.802 0.898 -0.061 -0.643 0.162
H -0.213 -2.633 -0.585 2.084 0.736 0.946
H 1.950 1.016 0.872 2.257 0.646 -0.458
H 0.436 1.813 0.790 -0.890 1.691 0.506
H 0.743 0.289 1.685 -0.810 0.141 -1.004
H 0.397 2.241 -1.383 0.780 -1.149 -0.293
H 2.026 1.536 -1.496 2.187 0.560 0.950
H 0.966 0.980 -2.585 -0.884 -0.441 0.391
H 1.219 -1.381 -1.883 0.655 1.982 1.533
H 2.348 -0.917 -0.400 -0.309 0.437 -0.924

No. 3
15
Properties=species:S:1:pos:R:3:forces:R:3 method="wB97M-V/def2-TZVPD" e_lumo_ev=0.6 mol_weight_da=100.121 homo_lumo_gap_ev=9.8891 energy_ha=-341.9608
H 2.099 -0.315 0.385 -0.091 -0.090 0.043
N 1.207 -0.372 0.879 -0.121 0.140 -0.280
C 0.273 0.189 0.207 0.088 -0.021 -0.046
N 0.309 0.729 -1.046 -0.118 -0.060 0.142
C 1.202 0.245 -2.073 0.144 -0.041 -0.116
C -1.118 0.259 0.823 -0.336 0.148 -0.037
C -1.391 -0.617 2.012 -0.062 0.014 0.045
O -1.960 0.967 0.306 0.314 -0.283 0.227
H -0.567 1.145 -1.328 0.044 -0.102 0.015
H 0.643 0.126 -3.006 0.132 0.041 0.095
H 1.592 -0.740 -1.790 -0.030 0.161 -0.048
H 2.048 0.915 -2.261 -0.074 -0.069 0.065
H -0.728 -0.360 2.842 -0.050 -0.013 -0.123
H -2.438 -0.513 2.300 0.161 0.020 -0.022
H -1.171 -1.657 1.750 -0.003 0.154 0.038

No. 4
112
Properties=species:S:1:pos:R:3:forces:R:3 method="wB97M-V/def2-TZVPD" e_lumo_ev="2.5 / 2.5" multiplicity=2 s2=0.75 mol_weight_da=646.858 charge=-1 homo_lumo_gap_ev="1.6890 / 7.9781" energy_ha=-2420.2092
N -0.315 1.523 -0.257 -0.281 -0.459 -0.500
H 0.683 1.662 -0.319 2.040 0.637 0.166
H -0.438 0.680 0.286 -0.485 -0.487 0.561
H -0.706 1.424 -1.183 -0.280 -0.069 -0.891
H -0.822 2.310 0.122 -0.472 0.592 0.811
C 3.266 1.735 0.916 -1.141 -1.222 -3.524
O 3.310 0.332 1.257 -0.002 -0.083 2.002
O 2.428 1.861 -0.234 1.323 0.731 3.311
C 3.022 2.518 2.276 -1.472 0.595 -0.346
F 2.101 1.979 3.102 0.008 -0.350 -0.390
F 4.121 2.649 3.043 0.284 -0.092 -0.555
F 2.558 3.805 2.046 0.647 -1.031 -0.105
C 4.177 -0.551 0.600 0.438 -0.318 -0.347
C 4.263 -1.904 1.357 -0.908 0.824 -1.004
H 3.293 -2.396 1.284 -0.092 -0.044 0.401
H 4.959 -2.568 0.844 0.258 0.102 0.132
H 4.544 -1.724 2.394 0.009 -0.148 -0.069
H 5.218 -0.248 0.491 0.285 0.942 0.486
H 3.874 -0.618 -0.444 -0.405 -0.576 -0.142
H 4.298 1.977 0.664 0.385 0.541 -0.078
C 1.579 -6.122 -2.824 0.451 0.029 -0.019
C 2.094 -4.770 -2.346 -0.393 0.779 0.255
N 1.352 -3.624 -2.965 1.249 0.362 -0.211
C 1.633 -3.539 -4.424 -0.643 0.307 0.041
C 3.106 -3.571 -4.900 -0.121 0.350 -0.970
C 1.810 -2.315 -2.360 0.186 -0.452 1.025
C 1.266 -2.095 -0.936 -0.867 0.503 -1.343
H 1.655 -6.183 -3.909 -0.572 -0.041 -0.053
H 0.584 -6.301 -2.414 -0.241 0.229 -0.557
H 2.149 -6.982 -2.472 0.454 0.237 0.283
H 1.990 -4.741 -1.262 -0.297 0.239 0.046
H 3.155 -4.576 -2.501 0.366 -0.496 -0.263
H 1.077 -4.241 -5.045 0.169 -1.047 0.575
H 0.988 -2.703 -4.694 0.948 0.901 -0.307
H 3.212 -3.422 -5.975 -0.813 -0.094 -0.439
H 3.800 -2.780 -4.615 -0.173 -0.143 1.070
H 3.539 -4.566 -4.796 0.127 0.093 0.575
H 1.643 -1.433 -2.978 -0.931 -0.351 -0.369
H 2.890 -2.210 -2.264 0.633 -0.736 -0.107
H 1.370 -1.052 -0.637 0.999 -0.044 0.336
H 1.690 -2.825 -0.246 -0.313 0.315 0.202
H 0.178 -2.101 -0.997 -0.221 -0.896 0.277
C -1.104 -0.082 -4.732 -0.497 0.394 -0.593
C -0.726 0.411 -3.350 -0.779 0.067 -0.080
N -1.388 1.698 -2.952 -0.224 0.619 -0.550
C -1.037 2.900 -3.777 1.707 -0.377 1.149
C 0.512 3.243 -3.725 -1.019 -0.565 -0.727
C -2.884 1.594 -3.001 1.018 0.113 -1.296
C -3.402 0.476 -2.197 -0.583 -1.327 0.876
H -0.605 -1.017 -4.984 0.099 0.145 -0.096
H -0.895 0.705 -5.457 0.678 -0.150 -0.259
H -2.170 -0.206 -4.921 -0.168 -0.395 0.592
H -0.993 -0.337 -2.603 -0.192 -0.014 0.079
H 0.363 0.410 -3.305 0.057 0.865 0.197
H -1.333 2.732 -4.812 -0.075 0.214 -0.227
H -1.619 3.719 -3.355 -0.033 0.044 -0.118
H 0.996 2.495 -4.354 0.335 -0.232 0.334
H 0.789 4.175 -4.218 -0.545 0.267 -0.010
H 0.971 3.279 -2.737 -0.246 -0.351 0.089
H -3.212 1.507 -4.037 0.104 -0.524 -0.547
H -3.390 2.538 -2.802 0.548 0.247 0.957
H -3.062 0.530 -1.163 -0.472 0.326 0.294
H -3.094 -0.535 -2.463 0.355 0.100 -0.630
H -4.485 0.397 -2.290 -0.095 0.362 0.466
C -4.032 4.078 2.475 -0.709 -0.129 0.093
C -3.362 3.131 1.476 1.132 -0.386 0.721
N -2.003 3.513 0.991 -1.260 1.808 -0.552
C -2.144 4.755 0.157 1.794 -1.319 -1.456
C -0.756 5.078 -0.548 -1.025 1.366 -0.086
C -1.061 3.750 2.086 0.265 0.687 0.147
C -0.851 2.609 3.028 -0.460 -0.417 0.439
H -3.386 4.538 3.223 0.120 -0.080 -0.169
H -4.787 3.516 3.026 0.084 -0.276 0.171
H -4.648 4.848 2.010 0.366 0.280 -0.271
H -3.149 2.172 1.949 -0.545 -0.149 0.164
H -4.057 2.933 0.660 0.359 0.053 -0.289
H -2.822 4.506 -0.659 -0.042 -0.385 -0.161
H -2.676 5.599 0.594 0.633 0.250 0.766
H 0.025 5.542 0.055 0.030 -0.738 0.537
H -0.361 4.305 -1.208 -0.069 -0.497 0.660
H -0.867 5.893 -1.263 -0.706 0.226 -0.226
H -1.394 4.575 2.715 -0.098 0.498 -0.033
H -0.099 4.071 1.687 -0.060 -0.149 -0.302
H -1.753 2.489 3.628 -0.087 -0.320 0.018
H -0.066 2.864 3.740 0.142 -0.109 -0.213
H -0.638 1.661 2.535 0.130 0.121 0.099
C 2.085 -2.386 4.375 -0.632 0.634 -0.468
C 1.171 -1.378 3.666 0.882 -0.030 0.207
O -0.012 -2.043 3.338 -2.549 -0.924 -0.960
P -1.238 -1.292 2.595 0.596 -0.990 -0.439
O -0.850 -0.633 1.316 -0.677 -0.946 1.314
O -2.394 -2.444 2.538 0.848 0.901 0.099
C -2.373 -3.447 1.494 1.590 -0.593 -0.968
C -1.143 -4.347 1.586 0.412 0.073 0.472
O -1.708 -0.259 3.685 0.267 0.348 -0.667
C -2.135 -0.688 4.964 -0.676 0.222 1.598
C -2.050 0.441 6.067 0.150 -0.929 -1.318
H 2.847 -1.798 4.887 0.341 -0.393 -0.116
H 1.545 -3.007 5.088 -0.085 0.194 0.082
H 2.460 -3.034 3.582 0.466 -0.072 0.321
H 0.908 -0.522 4.287 0.334 0.220 0.002
H 1.640 -1.089 2.725 0.196 0.608 0.189
H -3.199 -4.157 1.450 -0.677 0.857 0.920
H -2.350 -2.958 0.519 -0.147 0.271 0.045
H -0.199 -3.808 1.501 -0.081 0.120 -0.288
H -1.078 -4.853 2.549 -0.258 -0.024 0.122
H -1.179 -5.124 0.822 -0.093 0.098 -0.183
H -3.134 -1.083 4.776 -0.253 0.207 0.638
H -1.540 -1.524 5.333 0.239 -0.087 -0.229
H -2.423 0.045 7.012 -0.297 -0.045 -0.131
H -1.005 0.686 6.255 0.067 0.107 -0.214
H -2.585 1.347 5.780 -0.065 -0.121 0.048